Entry 1:
3 unconnected molecules or ions with the total composition C25H48BBrN5O4S at a distorted geometry. Source: OMol25; level of theory: ωB97M-V/def2-TZVPD.

Element x y z (Å)
C: 2.98234 1.55226 -0.21717
C: 1.60082 1.08540 -0.63832
C: 1.07117 1.46719 -2.14264
C: -0.37067 2.24760 -2.19238
Br: -0.28846 3.24702 -3.92354
O: -1.41637 1.23498 -1.96619
B: -2.54824 1.75278 -1.11984
C: -3.90302 1.23633 -1.89624
N: -3.77838 -0.18667 -2.44743
N: -2.41276 1.47632 0.39656
C: -3.44118 2.15448 1.06367
S: -5.03173 2.39116 1.71411
O: -2.23824 3.22541 -1.13710
C: -0.74643 3.36781 -1.05514
N: -0.58308 4.84401 -1.35327
H: 3.49488 1.17360 0.79044
H: 3.57663 2.35247 -0.84303
H: 0.98580 0.42892 0.13230
H: 0.90706 0.43198 -2.71333
H: 1.93674 2.01072 -2.74444
H: -4.25175 1.94775 -2.78579
H: -4.83992 1.19965 -1.15882
H: -3.38559 -0.18486 -3.42296
H: -3.21915 -0.78765 -1.80057
H: -0.29118 3.26307 0.03119
H: 0.37258 5.08385 -1.70294
H: -1.34177 5.21363 -1.97214
C: 6.63312 -2.57977 -3.88873
C: 5.61911 -1.45364 -4.24990
C: 5.62890 -1.07465 -5.76582
C: 6.68735 -0.07426 -6.22370
C: 6.83506 1.08795 -5.25988
C: 7.03858 0.60561 -3.80151
N: 5.92293 -0.29748 -3.34885
O: 4.75701 0.47697 -3.22538
C: 8.42474 -0.10370 -3.73607
C: 7.21912 1.82379 -2.85091
C: 4.22639 -2.13543 -4.01433
H: 7.28560 -2.30348 -3.05027
H: 6.14020 -3.49072 -3.53064
H: 7.26880 -2.85572 -4.73600
H: 4.65927 -0.63090 -6.02622
H: 5.71263 -1.98224 -6.37780
H: 7.64438 -0.58192 -6.35859
H: 6.41331 0.31307 -7.21393
H: 7.67816 1.72110 -5.58023
H: 5.93965 1.73069 -5.33218
H: 8.64991 -0.45156 -2.72084
H: 9.22669 0.58565 -4.02930
H: 8.51678 -0.95627 -4.41252
H: 6.35042 2.49067 -2.84299
H: 8.07496 2.43665 -3.16105
H: 7.40773 1.49546 -1.82282
H: 4.06633 -2.38320 -2.95640
H: 4.16327 -3.07233 -4.58380
H: 3.38956 -1.51655 -4.35304
C: -6.44617 -1.53345 7.50536
C: -5.42724 -2.21631 6.54498
C: -4.04114 -1.49629 6.49949
C: -3.91138 -0.30051 5.55925
C: -4.55792 -0.55654 4.21095
C: -6.01411 -1.06560 4.35685
N: -6.09213 -2.30527 5.20674
O: -5.49856 -3.36110 4.49451
C: -6.85700 0.10235 4.95203
C: -6.65205 -1.28383 2.95485
C: -5.14344 -3.59237 7.24206
H: -7.40730 -1.32500 7.01766
H: -6.72834 -2.17726 8.34615
H: -6.06492 -0.59407 7.91805
H: -3.27772 -2.21750 6.18023
H: -3.74846 -1.18397 7.51045
H: -4.34183 0.58744 6.02622
H: -2.84767 -0.07272 5.40993
H: -4.52843 0.36804 3.61211
H: -3.94743 -1.28870 3.65297
H: -7.91142 -0.17846 5.06042
H: -6.81993 0.98060 4.29504
H: -6.50052 0.45410 5.92266
H: -6.11772 -2.02787 2.35458
H: -6.64159 -0.35356 2.37286
H: -7.69664 -1.60208 3.04362
H: -6.03724 -4.23013 7.26662
H: -4.82683 -3.43126 8.28122
H: -4.33494 -4.15170 6.76092

Atoms 1-3, force components in eV/Å:
C -3.892 -1.216 -0.735
C 4.459 1.729 0.936
C 0.316 -1.009 0.329

Values from the calculation:
energy	-4552.9373	a.u.
spin multiplicity	3
total charge	-1



Entry 2:
3 unconnected molecules or ions with the total composition C25H48BNO9S at a distorted geometry. Source: OMol25; level of theory: ωB97M-V/def2-TZVPD.

Element x y z (Å)
O: -0.88786 -4.44272 -3.59179
S: 0.13010 -3.24066 -3.63801
O: -0.61355 -1.96213 -2.77216
C: 0.11322 -1.78573 -1.47327
C: 1.50089 -0.88646 -1.67027
C: 1.49960 0.33282 -0.53044
C: 2.42055 1.58451 -1.06935
C: 1.54162 2.91579 -1.52449
C: 1.42439 2.85848 -3.15780
C: -0.04526 3.25563 -3.76559
C: -1.32486 2.58275 -2.99037
C: -2.68063 3.06832 -3.83963
C: -4.03865 2.87519 -2.90618
C: -4.78853 1.44867 -3.24092
C: -4.96912 0.59690 -1.85080
N: -4.89204 -0.90414 -2.03302
C: -3.88377 -1.67944 -2.85688
C: -4.30105 -3.27318 -2.60291
C: -5.62063 -3.32398 -1.63017
C: -5.92314 -1.74121 -1.30858
O: 0.42805 -2.77557 -5.27290
C: 1.58574 -3.60388 -5.68513
B: 2.84352 -3.54646 -4.60076
O: 3.22907 -4.76948 -3.83585
O: 3.58588 -2.25097 -4.43006
H: -0.61900 -1.26144 -0.69081
H: 0.41902 -2.85853 -1.06382
H: 1.53464 -0.36047 -2.71857
H: 2.42431 -1.58523 -1.45638
H: 0.40372 0.67499 -0.29589
H: 2.05197 -0.13391 0.41191
H: 3.16623 1.90896 -0.20491
H: 3.10434 1.23188 -1.98159
H: 2.20705 3.85075 -1.19500
H: 0.52721 3.03130 -0.95283
H: 1.76591 1.83925 -3.64212
H: 2.18947 3.67425 -3.57419
H: -0.19998 4.42004 -3.87867
H: -0.07084 2.82661 -4.87803
H: -1.26385 1.41527 -2.86423
H: -1.45001 3.09698 -1.92078
H: -2.76292 2.51321 -4.88302
H: -2.61651 4.23999 -4.05870
H: -3.68300 2.94636 -1.79283
H: -4.79322 3.76262 -3.10910
H: -5.84768 1.68348 -3.71223
H: -4.18378 0.85197 -4.04605
H: -6.00846 0.88723 -1.38042
H: -4.12951 0.89088 -1.08276
H: -3.01032 -1.22606 -3.49550
H: -3.72565 -4.18905 -3.05133
H: -6.17895 -4.28700 -1.26959
H: -6.78287 -1.35741 -0.61153
H: 2.03198 -3.23458 -6.71926
H: 1.26485 -4.72376 -5.80696
H: 2.70377 -4.74634 -2.96991
H: 2.91883 -1.51496 -4.64236
O: 3.25118 1.14403 1.97607
C: 2.46855 1.48931 2.86030
O: 1.24725 1.97261 2.54071
C: 0.18975 2.20538 3.48693
C: 0.31345 3.58129 4.11017
C: 2.88606 1.47280 4.30010
H: 0.14471 1.40737 4.23508
H: -0.74837 2.15182 2.92351
H: 1.24495 3.68463 4.67597
H: -0.52428 3.77739 4.78474
H: 0.32907 4.35303 3.33360
H: 3.40300 2.40669 4.53662
H: 3.57260 0.63408 4.45225
H: 2.06193 1.31943 4.99414
O: 0.64709 -0.46405 5.60954
C: 1.28154 -1.05173 6.48458
O: 2.63021 -0.96838 6.52278
C: 3.44519 -1.43727 7.61079
C: 3.77405 -2.90759 7.44696
C: 0.58394 -1.94689 7.46420
H: 2.98162 -1.21523 8.57742
H: 4.37424 -0.85763 7.57504
H: 2.87120 -3.52648 7.46533
H: 4.44144 -3.24611 8.24400
H: 4.25885 -3.08592 6.48152
H: 0.46833 -2.94150 7.02522
H: -0.40610 -1.52882 7.67156
H: 1.08826 -2.02255 8.42562

Atoms 1-3, force components in eV/Å:
O 3.344 4.756 -0.737
S -2.681 -3.602 1.119
O 0.979 -0.922 -0.758

Values from the calculation:
energy	-2135.9146	a.u.
spin multiplicity	1



Entry 3:
5 unconnected molecules or ions with the total composition C25H48Cl2N5O7P2. Source: OMol25; level of theory: ωB97M-V/def2-TZVPD.

Element x y z (Å)
C: 4.29726 3.34274 2.39785
P: 3.47773 1.99302 1.33863
C: 5.13454 1.06888 0.99628
C: 5.05224 -0.06312 -0.04303
C: 5.58293 0.22715 -1.42091
N: 6.88561 0.72856 -1.48230
O: 4.95219 0.02436 -2.43637
C: 3.51888 2.97915 -0.37652
C: 4.73484 3.41640 -1.10116
O: 4.98793 3.23135 -2.24959
Cl: 5.95510 4.41585 -0.18739
C: 1.73321 2.84702 1.72725
C: 0.64122 2.47299 0.78868
C: 0.18661 1.15402 0.75589
C: -0.85529 0.75238 -0.06065
C: -1.49526 1.67811 -0.87560
C: -1.04041 2.99450 -0.88294
C: 0.01295 3.38711 -0.06322
P: 3.04424 0.62977 3.25213
O: 3.42541 -0.92050 2.72352
Cl: 4.60909 0.89778 4.66611
H: 5.33236 3.13217 2.65190
H: 3.70033 3.50800 3.29758
H: 4.24560 4.27397 1.83472
H: 2.73854 0.93384 0.66170
H: 5.98244 1.73545 0.83227
H: 5.36581 0.57599 1.94474
H: 5.66125 -0.89965 0.31999
H: 4.03659 -0.44188 -0.14837
H: 7.34143 0.65165 -0.58247
H: 7.40729 0.21297 -2.17693
H: 2.98596 2.37265 -1.11137
H: 2.91277 3.87833 -0.23486
H: 1.42263 2.51804 2.72265
H: 1.84449 3.93117 1.78703
H: 0.65930 0.42844 1.40714
H: -1.17187 -0.27962 -0.03178
H: -2.33789 1.38973 -1.48884
H: -1.54079 3.72055 -1.51266
H: 0.33557 4.42281 -0.07277
H: 4.31540 -1.15313 3.01246
C: 9.09620 -3.52013 -4.60369
C: 8.78618 -2.21624 -3.90166
O: 9.02304 -2.05412 -2.71493
N: 8.22757 -1.22860 -4.64386
C: 7.87085 -1.23644 -6.04676
H: 9.53222 -4.19667 -3.87574
H: 8.18860 -3.96945 -5.00775
H: 9.80594 -3.36672 -5.41746
H: 8.04596 -0.38720 -4.12020
H: 8.40833 -0.45286 -6.58382
H: 6.80138 -1.05830 -6.16691
H: 8.11692 -2.19405 -6.49365
C: -1.15259 -0.93157 3.78505
C: -1.36644 -1.70967 2.50812
O: -2.23473 -1.40255 1.70477
N: -0.52813 -2.74878 2.26283
C: 0.57567 -3.21757 3.07722
H: -1.88705 -0.13297 3.81585
H: -1.27933 -1.57165 4.65990
H: -0.15378 -0.49113 3.80823
H: -0.71091 -3.21712 1.38965
H: 1.51482 -3.14758 2.52710
H: 0.42162 -4.25858 3.37099
H: 0.66400 -2.61350 3.97323
C: -7.26382 -1.34655 -0.54074
C: -5.95069 -0.96823 0.11349
O: -5.27800 -0.03627 -0.28712
N: -5.55800 -1.71767 1.18401
C: -6.25129 -2.84539 1.76314
H: -7.45028 -0.67026 -1.36596
H: -7.22799 -2.36778 -0.92293
H: -8.08744 -1.26629 0.16414
H: -4.67219 -1.44655 1.59383
H: -6.49809 -2.65447 2.81098
H: -5.62870 -3.74290 1.72541
H: -7.17200 -3.04328 1.22483
C: -12.50318 -0.83551 -1.57414
C: -11.21319 -0.44300 -0.88811
O: -10.13892 -0.91736 -1.21027
N: -11.29326 0.47413 0.11415
C: -12.47039 1.14175 0.63017
H: -12.26482 -1.56558 -2.34071
H: -13.20400 -1.27927 -0.86609
H: -12.97568 0.02891 -2.04171
H: -10.40102 0.69918 0.52596
H: -12.38235 2.22328 0.51333
H: -12.60393 0.92357 1.69128
H: -13.35527 0.80999 0.09773

Atoms 1-3, force components in eV/Å:
C -0.379 0.057 -0.297
P 0.351 0.763 -0.083
C -0.102 -0.614 0.321

Values from the calculation:
energy	-3385.0570	a.u.
spin multiplicity	1
total charge	-1